Model i:
2 unconnected molecules or ions with the total composition C5H8N2. Source: the Open Molecules 2025 dataset; level of theory: ωB97M-V with the def2-TZVPD basis set.

## Properties
Charge: 0
HOMO level, eV: -8.25

CARTESIAN COORDINATES (ANGSTROEM)
1 C -2.105 -0.326 -0.193
2 C -0.691 -0.031 0.199
3 C 0.070 1.107 -0.293
4 N 1.165 1.227 0.621
5 C 1.434 -0.138 0.727
6 N 2.259 -0.430 -0.293
7 C 0.170 -0.815 0.912
8 H -2.427 -1.303 0.179
9 H -2.792 0.432 0.200
10 H -2.208 -0.326 -1.284
11 H -0.423 2.015 -0.638
12 H 1.969 1.695 0.214
13 H 2.307 -1.435 -0.467
14 H 1.237 0.173 -1.097
15 H 0.033 -1.846 1.214


Model ii:
A single C5H8N2 molecule. Source: the Open Molecules 2025 dataset; level of theory: ωB97M-V with the def2-TZVPD basis set.

## Properties
Charge: 0
HOMO level (spin up / spin down), eV: -9.13 / -9.12

CARTESIAN COORDINATES (ANGSTROEM)
1 C -0.259 -1.079 1.183
2 C -0.087 0.015 0.130
3 C 0.659 1.225 0.687
4 N 0.631 -0.533 -1.056
5 C -1.445 0.264 -0.528
6 C -0.003 -0.284 -2.232
7 N -0.495 -0.006 -3.250
8 H -0.831 -0.685 2.029
9 H 0.710 -1.422 1.564
10 H -0.818 -1.921 0.762
11 H 1.606 0.935 1.155
12 H 0.874 1.946 -0.106
13 H 0.046 1.720 1.450
14 H 0.902 -1.509 -0.970
15 H -1.491 1.336 -0.818


Model iii:
A single C5H8N2 molecule. Source: the Open Molecules 2025 dataset; level of theory: ωB97M-V with the def2-TZVPD basis set.

## Properties
Charge: 0
SMILES string: [H]/N=C1/CN2[C@@H](C)[C@H]12
HOMO level, eV: -9.61

CARTESIAN COORDINATES (ANGSTROEM)
1 C 0.302 1.724 1.345
2 C -0.207 0.577 0.522
3 C 0.514 0.105 -0.681
4 N 0.599 -0.635 0.620
5 C -0.221 -1.746 0.053
6 C -0.312 -1.008 -1.268
7 N -0.804 -1.198 -2.413
8 H -0.059 1.623 2.371
9 H -0.034 2.690 0.961
10 H 1.393 1.719 1.380
11 H -1.292 0.466 0.497
12 H -0.481 -0.349 -2.880
13 H 1.365 0.632 -1.115
14 H 0.375 -2.660 -0.004
15 H -1.140 -1.941 0.612


Stability, descending: model iii, model i, model ii


Model i:
A single C4H6O2S2 molecule. Source: the Open Molecules 2025 dataset; level of theory: ωB97M-V with the def2-TZVPD basis set.

## Properties
Charge: 0
SMILES string: CS[C@H]1COC(=S)O1
HOMO level, eV: -8.77

CARTESIAN COORDINATES (ANGSTROEM)
1 C -0.574 1.761 -1.396
2 C -0.180 0.172 0.758
3 C -0.385 -1.229 1.401
4 C 1.225 -1.337 -0.156
5 H 0.481 1.521 -1.521
6 H -1.046 1.723 -2.402
7 H -0.635 2.788 -1.006
8 H -0.088 1.056 1.422
9 H 0.234 -1.289 2.325
10 H -1.408 -1.683 1.481
11 O 0.223 -2.017 0.355
12 O 1.141 -0.096 0.235
13 S -1.451 0.516 -0.461
14 S 2.462 -1.885 -1.035


Model ii:
2 unconnected molecules or ions with the total composition C4H6O2S2. Source: the Open Molecules 2025 dataset; level of theory: ωB97M-V with the def2-TZVPD basis set.

## Properties
Charge: 0
HOMO level, eV: -8.72

CARTESIAN COORDINATES (ANGSTROEM)
1 C 0.946 0.024 -0.334
2 C -0.031 -0.625 0.557
3 C -2.261 -0.009 0.238
4 C 0.848 1.550 -0.398
5 H 2.233 -2.429 -0.286
6 H 0.889 -0.225 -1.377
7 H 0.218 -1.834 0.667
8 H -0.340 -0.144 1.537
9 H -1.769 1.017 0.728
10 H 1.474 2.030 -1.285
11 O -1.340 -0.845 -0.109
12 O 0.274 2.282 0.342
13 S 2.681 -0.644 -0.054
14 S -3.822 -0.148 -0.227


Model iii:
A single C4H6O2S2 molecule. Source: the Open Molecules 2025 dataset; level of theory: ωB97M-V with the def2-TZVPD basis set.

## Properties
Charge: 0
SMILES string: O=C(O)C1[C@@H](S)[C@@H]1S
HOMO level, eV: -9.55

CARTESIAN COORDINATES (ANGSTROEM)
1 C -0.218 1.009 0.474
2 C -0.994 0.004 -0.314
3 C 0.041 -0.498 0.618
4 C 1.338 -1.115 0.159
5 H 2.178 1.538 0.138
6 H -0.664 1.442 1.344
7 H -0.765 -0.091 -1.363
8 H -3.171 0.836 -0.414
9 H -0.358 -1.015 1.518
10 H 0.264 -2.224 -1.067
11 O 1.213 -2.136 -0.736
12 O 2.408 -0.836 0.591
13 S 1.010 2.023 -0.342
14 S -2.726 -0.343 0.053


Stability, descending: model iii, model i, model ii


Model i:
A single C4H6O2S2 molecule. Source: the Open Molecules 2025 dataset; level of theory: ωB97M-V with the def2-TZVPD basis set.

## Properties
Charge: 0
SMILES string: C/C=C/C1S(=O)#S1=O
HOMO level, eV: -9.01

CARTESIAN COORDINATES (ANGSTROEM)
1 C 0.344 -0.006 0.763
2 C -1.102 -0.097 0.891
3 C 2.320 0.127 -0.708
4 C 0.874 0.166 -0.441
5 O -3.287 1.420 0.436
6 O -3.070 -1.727 -0.050
7 S -2.007 1.107 -0.178
8 S -1.814 -1.145 -0.499
9 H 0.966 -0.118 1.637
10 H -1.545 -0.224 1.871
11 H 2.921 0.261 0.182
12 H 2.612 0.837 -1.478
13 H 0.236 0.264 -1.310
14 H 2.552 -0.866 -1.116


Model ii:
A single C4H6O2S2 molecule. Source: the Open Molecules 2025 dataset; level of theory: ωB97M-V with the def2-TZVPD basis set.

## Properties
Charge: 0
HOMO level (spin up / spin down), eV: -8.77 / -8.65

CARTESIAN COORDINATES (ANGSTROEM)
1 C 1.515 -0.153 -0.032
2 C 0.276 0.294 0.140
3 C -2.254 0.021 -0.440
4 C -1.026 -0.303 0.396
5 O 3.467 -1.700 -0.379
6 O 2.256 2.394 0.120
7 S 2.083 -1.813 0.117
8 S 2.917 1.093 -0.018
9 H 0.434 1.411 0.135
10 H -2.920 -0.983 -0.349
11 H -2.031 0.154 -1.576
12 H -2.792 0.940 -0.015
13 H -0.758 -1.353 0.412
14 H -1.165 -0.002 1.490


Stability, descending: model i, model ii